Record 1
Below is a molecular structure, C3H5N5 at a distorted geometry, with properties calculated with ωB97M-V/def2-TZVPD.

```
13
Properties=species:S:1:pos:R:3:forces:R:3
C -0.9438 1.2130 0.1045 -7.06 -1.16 -0.19
C 1.5905 -0.9315 -0.1286 2.49 -5.98 2.92
C 2.1569 0.2643 -0.2039 3.84 3.76 -1.25
H -3.2082 -0.9802 -0.2047 4.20 -0.87 0.24
H -1.3188 -1.3396 0.0624 1.55 -1.79 0.87
H -1.1279 2.3483 0.4074 1.67 -2.76 -0.98
H 2.1909 -1.7083 0.3505 -0.24 -0.81 -1.33
H 3.1692 0.7243 -0.3826 -0.97 -1.52 0.23
N -2.0964 -0.8253 -0.1563 -8.29 4.98 -1.92
N -2.1295 0.6095 -0.1579 4.06 -0.66 1.67
N 0.1750 0.3801 0.1284 -2.19 5.46 1.24
N 0.3129 -0.9084 0.2416 1.61 1.26 -1.28
N 1.2292 1.1538 -0.0611 -0.66 0.09 -0.21
```
Positions in Å, forces in eV/Å.

Its max |F| is 9.86 eV/A. The calculation puts the highest occupied orbital energy at -8.31 eV. The orbital gap comes out at 8.96 eV. The LUMO energy comes out at 0.6 eV.

---

Record 2
Below is a molecular structure, C3H5N5O at a distorted geometry, with properties calculated with ωB97M-V/def2-TZVPD.

```
14
Properties=species:S:1:pos:R:3:forces:R:3
C 0.7597 -0.9569 -0.0479 -2.55 -1.62 1.62
C -1.3141 -0.9588 1.1264 6.66 -4.50 -3.37
C -0.1411 1.9281 -0.2240 4.91 1.70 -1.25
H 1.5258 0.5607 -1.5185 1.45 -4.96 2.80
H 2.7748 -1.1344 -0.7755 -4.21 2.18 -0.95
H -2.0159 -0.4852 1.6934 -1.96 0.80 1.12
H -2.1043 0.9922 -0.5354 4.78 -0.10 1.31
H -0.9189 2.6144 -0.6526 2.15 2.39 0.33
N 1.7072 -0.6769 -1.0219 1.44 1.97 -0.36
N 0.5810 -2.0960 0.7337 1.58 0.64 -2.50
N -0.6150 -2.1365 1.2729 -2.24 1.52 2.65
N -0.4464 -0.3338 0.2264 -1.84 4.23 -1.15
N -0.9424 0.9645 -0.2298 -5.14 -6.97 0.26
O 1.1495 1.7187 -0.0473 -5.03 2.73 -0.51
```
Positions in Å, forces in eV/Å.

Its max |F| is 8.71 eV/A. The calculation puts the highest occupied orbital energy at -8.17 eV. The orbital gap comes out at 7.94 eV. The LUMO energy comes out at -0.2 eV.

---

Record 3
Below is a single C3H5NO molecule at a distorted geometry, with properties calculated with ωB97M-V/def2-TZVPD.

```
10
Properties=species:S:1:pos:R:3:forces:R:3
C 0.1487 1.2622 0.0240 -1.59 -3.17 1.43
C -1.0418 -1.2371 -0.0039 0.35 -0.03 0.51
O 2.1594 -0.1452 -0.1603 -0.95 -1.74 0.46
N 1.3047 -1.0126 0.0610 2.99 -0.24 -0.70
C 0.0505 -0.5068 0.2200 -0.86 5.07 -1.75
H 0.6633 1.6231 0.9088 0.00 0.24 -0.19
H -0.9012 1.5282 0.0231 -0.13 0.41 0.16
H 0.6087 1.5867 -0.9036 0.15 -0.51 0.08
H -2.0286 -0.8417 0.1850 -0.05 0.23 -0.45
H -0.9638 -2.2568 -0.3542 0.09 -0.25 0.45
```
Positions in Å, forces in eV/Å.

Its max |F| is 5.43 eV/A. The calculation puts the highest occupied orbital energy (alpha / beta) at -9.21 / -9.21 eV. The orbital gap (alpha / beta) comes out at 8.26 / 8.27 eV. The LUMO energy (alpha / beta) comes out at -0.9 / -0.9 eV.

---

Record 4
Below is a single C3H5NO molecule at a distorted geometry, with properties calculated with ωB97M-V/def2-TZVPD.

```
10
Properties=species:S:1:pos:R:3:forces:R:3
C -0.9072 0.1649 0.6093 10.36 0.43 -1.20
C 0.6022 0.3731 0.2700 -10.38 -1.22 1.36
C -2.1272 0.5236 -0.0931 -0.33 0.30 -0.51
N 2.6391 -0.6715 -0.2840 -0.07 0.50 -0.58
O 1.8224 0.3187 0.5070 1.30 -0.42 0.27
H -2.8882 0.7679 0.6480 -0.06 0.05 -0.04
H -2.0250 1.3364 -0.8053 -0.11 0.13 -0.08
H -2.4702 -0.3704 -0.6218 -0.09 0.06 -0.02
H 2.0175 -1.4172 -0.5937 -0.27 0.09 0.43
H 3.3367 -1.0256 0.3635 -0.35 0.08 0.36
```
Positions in Å, forces in eV/Å.

Its max |F| is 10.54 eV/A. The calculation puts the highest occupied orbital energy (alpha / beta) at -8.30 / -8.30 eV. The orbital gap (alpha / beta) comes out at 8.75 / 8.75 eV. The LUMO energy (alpha / beta) comes out at 0.5 / 0.5 eV.

---

Record 5
Below is a single C3H5NO molecule at a distorted geometry, with properties calculated with ωB97M-V/def2-TZVPD.

```
10
Properties=species:S:1:pos:R:3:forces:R:3
C 1.5391 0.5587 0.4599 0.02 0.20 -0.21
O 0.4092 0.8161 -0.3843 0.29 0.47 -0.08
C -1.7731 -0.5283 -0.3495 -0.03 0.61 0.22
C -0.4018 -0.1975 -0.5120 -0.86 -0.63 -0.09
N -0.5012 -1.4333 -0.7065 -0.22 0.76 0.47
H 2.3751 1.0950 0.0208 0.14 -0.12 0.16
H 1.6906 -0.5107 0.4761 0.43 -0.19 0.20
H 1.2964 0.9495 1.4503 0.20 -0.11 -0.03
H -2.4629 -0.2386 -1.1350 -0.07 -0.46 -0.07
H -2.1715 -0.5109 0.6802 0.10 -0.54 -0.57
```
Positions in Å, forces in eV/Å.

Its max |F| is 1.07 eV/A. The calculation puts the highest occupied orbital energy at -9.79 eV. The orbital gap comes out at 10.73 eV. The LUMO energy comes out at 0.9 eV.

---

Record 6
Below is 2 unconnected molecules or ions with the total composition C3H5NO, with properties calculated with ωB97M-V/def2-TZVPD.

```
10
Properties=species:S:1:pos:R:3:forces:R:3
C -0.2153 -1.8558 1.0423 -0.09 0.25 0.30
O -0.4237 -0.9364 1.7926 0.04 -0.42 -0.14
C -0.2295 1.1294 -1.2859 -0.15 -0.27 -0.30
C 0.2522 1.3341 0.0660 0.06 0.49 -0.32
N 0.2965 2.3857 -0.6130 0.04 -0.33 0.43
H 0.1196 -1.6775 -0.0023 -0.07 -0.15 0.22
H -0.3555 -2.8999 1.3891 0.07 0.13 -0.25
H 0.4550 0.9454 1.0536 0.00 0.18 -0.10
H -1.2975 1.0951 -1.5031 0.18 0.04 0.07
H 0.4131 0.6778 -2.0412 -0.08 0.08 0.09
```
Positions in Å, forces in eV/Å.

Its max |F| is 0.59 eV/A. The calculation puts the highest occupied orbital energy at -10.06 eV. The orbital gap comes out at 10.54 eV. The LUMO energy comes out at 0.5 eV.

---

Record 7
Below is a single C3H5NO molecule at a distorted geometry, with properties calculated with ωB97M-V/def2-TZVPD.

```
10
Properties=species:S:1:pos:R:3:forces:R:3
O 1.3636 0.8611 0.4481 0.17 0.37 0.22
C 0.0361 0.8639 -0.0461 -0.36 -0.10 -0.08
C -0.1672 -0.5916 -0.4991 0.27 -0.18 0.09
C -1.0646 -1.4667 0.2498 -0.42 -0.77 0.72
N -1.4622 -2.3193 0.9233 -0.19 0.91 -0.64
H 1.5720 1.7164 0.8354 -0.02 0.05 -0.01
H -0.6882 1.1643 0.7235 0.15 -0.16 -0.08
H -0.0669 1.5660 -0.8894 0.01 -0.29 0.15
H 0.7418 -1.0935 -0.1617 0.52 0.22 -0.68
H -0.2643 -0.7006 -1.5840 -0.14 -0.05 0.32
```
Positions in Å, forces in eV/Å.

Its max |F| is 1.14 eV/A. The calculation puts the highest occupied orbital energy at -11.09 eV. The orbital gap comes out at 11.74 eV. The LUMO energy comes out at 0.6 eV.

---

Record 8
Below is a single C3H5NO molecule at a distorted geometry, with properties calculated with ωB97M-V/def2-TZVPD.

```
10
Properties=species:S:1:pos:R:3:forces:R:3
C 0.3924 0.8368 -0.1291 -3.38 1.59 1.72
C -0.5706 -0.2314 -0.1287 0.32 -3.96 -0.64
C -1.9110 -0.2642 -0.0209 3.97 6.05 1.58
H 2.9336 -0.6441 0.0454 2.20 0.26 0.00
H 0.0469 1.9070 0.1439 0.87 -1.51 -1.19
H 0.0510 -1.1903 -0.2070 -1.54 1.01 -0.38
H -2.4654 -1.1132 -0.0618 -1.83 -1.95 0.11
H -2.0923 0.8235 0.4047 -1.51 -2.30 -1.22
N 1.6031 0.5883 -0.0747 3.41 1.53 0.46
O 2.0123 -0.7124 0.0282 -2.50 -0.72 -0.46
```
Positions in Å, forces in eV/Å.

Its max |F| is 7.40 eV/A. The calculation puts the highest occupied orbital energy at -9.34 eV. The orbital gap comes out at 10.06 eV. The LUMO energy comes out at 0.7 eV.

---

Record 9
Below is a single C3H5NO molecule at a distorted geometry, with properties calculated with ωB97M-V/def2-TZVPD.

```
10
Properties=species:S:1:pos:R:3:forces:R:3
C 0.8564 0.2279 0.5285 4.65 -0.71 0.30
C 0.4021 -0.8546 -0.4457 -0.24 2.00 -2.36
C -0.4989 0.7790 0.4464 0.01 3.24 -1.65
H 1.0220 -1.0348 -1.3198 0.38 -0.77 0.46
H -0.0270 -1.6482 0.0767 -0.27 -1.87 0.65
H -1.5679 -0.1269 -1.1196 -2.38 -1.32 -0.37
H -0.8424 0.1955 1.2647 -1.84 0.00 1.19
H -0.6288 1.9065 0.3924 -0.19 -1.45 0.87
N -0.6743 0.1308 -0.8833 3.25 1.00 2.09
O 1.9587 0.4247 1.0597 -3.37 -0.12 -1.19
```
Positions in Å, forces in eV/Å.

Its max |F| is 4.72 eV/A. The calculation puts the highest occupied orbital energy at -9.67 eV. The orbital gap comes out at 10.47 eV. The LUMO energy comes out at 0.8 eV.

---

Record 10
Below is a single C3H5NO molecule at a distorted geometry, with properties calculated with ωB97M-V/def2-TZVPD.

```
10
Properties=species:S:1:pos:R:3:forces:R:3
O 1.2479 -0.0464 1.7093 -0.10 -0.26 -0.61
C 1.2790 -0.3417 0.5356 -0.15 0.07 0.25
C 0.2159 0.0972 -0.4334 0.68 1.14 -0.22
C -1.4863 -0.0933 -0.2152 1.21 -0.93 -0.74
N -0.6855 1.0653 0.0799 0.16 0.20 0.24
H 2.1415 -0.8830 0.1028 -0.14 0.03 0.03
H 0.5058 0.1300 -1.4738 0.03 0.27 -0.04
H -1.8699 0.0281 -1.2368 0.00 -0.27 0.14
H -0.6934 -1.0135 -0.1995 -1.74 -0.30 0.90
H -0.5106 1.1356 1.0796 0.06 0.05 0.06
```
Positions in Å, forces in eV/Å.

Its max |F| is 1.98 eV/A. The calculation puts the highest occupied orbital energy at -9.34 eV. The orbital gap comes out at 9.34 eV. The LUMO energy comes out at 0.0 eV.